Model P:
270
Properties=species:S:1:pos:R:3 method="wB97M-V/def2-TZVPD" smiles=CC1(C)CCCC(C)(C)N1O.CC1(C)CCCC(C)(C)N1O.CC1(C)CCCC(C)(C)N1O.CC1(C)CCCC(C)(C)N1O.CC1(C)CCCC(C)(C)N1O.CC1(C)CCCC(C)(C)N1O.CC1(C)CCCC(C)(C)N1O.CC1(C)CCCC(C)(C)N1O.CC1(C)CCCC(C)(C)N1O lumo_energy_ev=0.50 e_homo_ev=-7.4
C 1.12 0.53 1.40
C 0.57 0.61 -0.05
C 1.51 -0.20 -0.94
C 1.27 -1.72 -0.99
C -0.18 -2.01 -1.41
C -1.08 -1.38 -0.25
N -0.76 0.08 -0.20
O -1.76 0.79 0.52
C -2.56 -1.52 -0.75
C -1.11 -2.16 1.04
C 0.78 2.02 -0.48
H 1.45 -0.48 1.64
H 0.51 0.90 2.22
H 2.11 0.99 1.42
H 1.33 0.04 -1.99
H 2.55 0.08 -0.75
H 1.47 -2.32 -0.10
H 1.92 -2.17 -1.74
H -0.26 -3.10 -1.45
H -0.36 -1.64 -2.42
H -3.31 -0.98 -0.16
H -2.79 -1.19 -1.76
H -2.98 -2.52 -0.63
H -0.20 -2.18 1.65
H -1.79 -1.65 1.72
H -1.47 -3.17 0.84
H 1.79 2.32 -0.21
H 0.18 2.57 0.24
H 0.44 2.21 -1.50
H -2.13 1.33 -0.18
C -3.74 2.85 -0.65
C -4.67 4.08 -1.02
C -3.89 5.38 -0.62
C -2.94 5.90 -1.66
C -3.46 5.70 -3.07
C -4.01 4.27 -3.45
N -5.10 4.03 -2.49
O -5.81 2.87 -2.82
C -4.80 4.58 -4.78
C -2.96 3.30 -3.67
C -5.96 4.11 -0.30
H -4.04 2.04 -1.31
H -3.99 2.55 0.37
H -2.67 3.00 -0.81
H -4.44 6.18 -0.14
H -3.26 5.10 0.22
H -1.92 5.52 -1.59
H -2.82 6.97 -1.46
H -2.54 5.95 -3.61
H -4.24 6.44 -3.24
H -4.27 5.42 -5.23
H -4.80 3.77 -5.50
H -5.86 4.81 -4.72
H -2.38 3.11 -2.77
H -3.29 2.33 -4.03
H -2.16 3.56 -4.37
H -6.65 3.27 -0.35
H -6.47 5.05 -0.50
H -5.80 4.28 0.76
H -6.74 3.12 -2.76
C 3.22 6.31 3.03
C 2.87 5.24 1.94
C 1.34 4.88 2.08
C 0.45 5.84 1.30
C 0.94 5.91 -0.12
C 2.33 6.45 -0.26
N 3.30 5.67 0.62
O 4.63 5.93 0.55
C 2.75 6.18 -1.71
C 2.40 7.97 -0.08
C 3.64 3.91 2.30
H 2.51 7.11 2.81
H 4.26 6.63 2.98
H 3.02 5.93 4.03
H 1.03 3.84 1.97
H 1.00 5.25 3.05
H 0.42 6.82 1.78
H -0.60 5.52 1.27
H 0.19 6.58 -0.55
H 0.81 4.97 -0.65
H 3.60 6.84 -1.83
H 2.81 5.10 -1.85
H 1.96 6.70 -2.26
H 3.29 8.44 -0.49
H 1.56 8.59 -0.42
H 2.23 8.13 0.98
H 3.45 3.14 1.55
H 3.42 3.48 3.28
H 4.72 4.05 2.18
H 4.66 6.78 0.98
C 8.47 2.16 0.39
C 8.04 2.78 -1.01
C 9.10 2.07 -1.95
C 8.84 2.36 -3.43
C 7.46 1.80 -3.79
C 6.28 2.11 -2.78
N 6.73 2.21 -1.34
O 5.78 2.39 -0.40
C 5.63 3.48 -3.18
C 5.19 1.00 -2.99
C 8.04 4.35 -1.14
H 7.69 2.61 1.00
H 9.50 2.26 0.73
H 8.37 1.08 0.34
H 10.10 2.28 -1.58
H 9.06 0.98 -1.85
H 9.63 1.87 -3.99
H 8.87 3.43 -3.63
H 7.36 0.78 -4.16
H 7.24 2.38 -4.69
H 5.16 3.45 -4.16
H 4.90 3.96 -2.52
H 6.38 4.26 -3.31
H 5.59 -0.01 -3.00
H 4.39 0.87 -2.26
H 4.63 1.17 -3.92
H 7.09 4.78 -0.82
H 8.31 4.84 -2.08
H 8.79 4.72 -0.45
H 5.47 3.29 -0.53
C -5.88 0.42 1.41
C -6.94 -0.28 2.25
C -7.22 -1.64 1.61
C -6.11 -2.71 1.92
C -5.77 -2.79 3.47
C -5.47 -1.40 4.13
N -6.57 -0.44 3.65
O -6.24 0.77 4.26
C -5.56 -1.63 5.65
C -4.05 -1.02 3.61
C -8.28 0.50 2.12
H -5.02 -0.24 1.25
H -5.56 1.36 1.86
H -6.16 0.56 0.37
H -8.18 -2.08 1.86
H -7.09 -1.56 0.53
H -5.29 -2.59 1.22
H -6.58 -3.62 1.53
H -4.94 -3.49 3.61
H -6.64 -3.30 3.89
H -6.48 -2.09 6.00
H -4.80 -2.36 5.94
H -5.60 -0.72 6.25
H -3.86 -1.51 2.66
H -3.80 0.03 3.73
H -3.35 -1.40 4.36
H -8.57 0.59 1.07
H -8.22 1.41 2.71
H -8.95 -0.16 2.68
H -6.64 0.55 5.10
C 0.15 -9.26 -4.56
C 0.35 -8.52 -3.19
C 1.06 -9.40 -2.29
C 1.63 -8.88 -1.07
C 2.58 -7.69 -1.33
C 1.94 -6.64 -2.34
N 1.35 -7.39 -3.43
O 0.80 -6.47 -4.28
C 0.97 -5.75 -1.47
C 3.07 -5.63 -2.76
C -0.99 -8.18 -2.60
H -0.14 -10.30 -4.41
H 1.15 -9.39 -4.98
H -0.58 -8.84 -5.25
H 0.43 -10.26 -2.04
H 1.88 -9.82 -2.88
H 2.13 -9.71 -0.59
H 0.80 -8.49 -0.47
H 3.55 -7.92 -1.77
H 2.75 -7.32 -0.32
H 0.36 -5.00 -1.98
H 0.24 -6.42 -1.01
H 1.46 -5.23 -0.64
H 3.74 -6.11 -3.48
H 2.72 -4.71 -3.23
H 3.68 -5.31 -1.92
H -1.03 -7.85 -1.56
H -1.58 -9.09 -2.52
H -1.61 -7.49 -3.17
H 1.26 -6.66 -5.10
C -5.31 -0.70 -5.49
C -5.20 -2.07 -6.28
C -3.74 -2.42 -6.22
C -3.14 -3.12 -5.08
C -4.01 -4.42 -4.93
C -5.57 -4.06 -4.58
N -6.03 -3.03 -5.56
O -7.36 -2.91 -5.70
C -6.30 -5.39 -4.79
C -5.68 -3.53 -3.16
C -5.72 -2.04 -7.79
H -4.50 -0.04 -5.81
H -5.26 -0.95 -4.43
H -6.29 -0.30 -5.78
H -3.63 -3.03 -7.12
H -3.11 -1.57 -6.51
H -3.06 -2.47 -4.20
H -2.20 -3.61 -5.33
H -3.67 -4.91 -4.02
H -3.97 -5.21 -5.68
H -6.56 -5.59 -5.83
H -5.76 -6.28 -4.48
H -7.25 -5.60 -4.28
H -6.67 -3.14 -2.96
H -5.42 -4.36 -2.50
H -5.18 -2.57 -2.99
H -6.71 -1.60 -7.90
H -5.83 -3.05 -8.19
H -5.05 -1.55 -8.49
H -7.60 -3.57 -6.35
C -1.23 2.98 3.82
C -0.97 3.00 5.36
C -2.20 2.85 6.23
C -2.80 1.42 6.32
C -1.73 0.37 6.71
C -0.34 0.56 6.02
N 0.00 2.00 5.79
O 1.17 2.14 5.03
C 0.67 -0.05 6.91
C -0.39 -0.29 4.73
C -0.50 4.47 5.80
H -0.41 3.05 3.10
H -1.87 3.83 3.59
H -1.91 2.19 3.48
H -1.94 3.31 7.19
H -2.95 3.44 5.71
H -3.17 1.17 5.33
H -3.53 1.54 7.12
H -2.16 -0.63 6.68
H -1.60 0.53 7.78
H 0.56 -1.13 7.07
H 1.63 0.07 6.40
H 0.80 0.35 7.92
H -0.63 -1.35 4.84
H -1.07 0.17 4.02
H 0.59 -0.10 4.28
H -0.55 4.72 6.86
H -1.06 5.30 5.37
H 0.53 4.72 5.57
H 1.74 2.58 5.66
C 7.67 -1.90 2.08
C 6.29 -2.48 1.57
C 6.21 -3.98 2.11
C 5.98 -4.11 3.63
C 4.81 -3.17 4.18
C 4.77 -1.74 3.65
N 5.30 -1.58 2.20
O 5.41 -0.26 1.79
C 3.31 -1.21 3.76
C 5.84 -0.87 4.49
C 6.21 -2.50 0.10
H 8.41 -2.25 1.37
H 7.74 -2.10 3.15
H 7.69 -0.82 1.90
H 5.29 -4.42 1.71
H 7.14 -4.45 1.79
H 6.88 -3.97 4.22
H 5.80 -5.15 3.91
H 4.60 -3.33 5.24
H 3.91 -3.66 3.80
H 3.13 -1.29 4.83
H 3.03 -0.29 3.25
H 2.58 -1.94 3.38
H 5.40 -0.41 5.37
H 6.70 -1.45 4.82
H 6.37 -0.04 4.03
H 5.14 -2.37 -0.09
H 6.59 -3.42 -0.33
H 6.80 -1.67 -0.27
H 4.90 -0.26 0.98

Model Q:
270
Properties=species:S:1:pos:R:3 method="wB97M-V/def2-TZVPD" smiles=CC1(C)CCCC(C)(C)N1O.CC1(C)CCCC(C)(C)N1O.CC1(C)CCCC(C)(C)N1O.CC1(C)CCCC(C)(C)N1O.CC1(C)CCCC(C)(C)N1O.CC1(C)CCCC(C)(C)N1O.CC1(C)CCCC(C)(C)N1O.CC1(C)CCCC(C)(C)N1O.CC1(C)CCCC(C)(C)N1O lumo_energy_ev=0.41 e_homo_ev=-8.0
C 1.01 0.07 8.72
C 1.00 0.69 7.32
C 1.07 -0.44 6.30
C 0.67 -0.02 4.88
C -0.66 0.72 4.92
C -0.69 1.88 5.88
N -0.25 1.42 7.19
O -0.40 2.40 8.19
C 0.13 3.06 5.34
C -2.15 2.34 5.98
C 2.26 1.58 7.28
H 0.05 -0.35 9.03
H 1.24 0.81 9.48
H 1.78 -0.70 8.79
H 2.11 -0.78 6.26
H 0.49 -1.29 6.67
H 0.55 -0.88 4.21
H 1.56 0.49 4.51
H -1.42 -0.04 5.09
H -0.89 1.14 3.93
H -0.26 3.48 4.41
H 0.27 3.83 6.10
H 1.14 2.69 5.10
H -2.82 1.55 6.32
H -2.28 3.21 6.63
H -2.47 2.69 5.00
H 3.09 1.11 7.82
H 2.06 2.56 7.72
H 2.63 1.72 6.26
H -1.30 2.25 8.50
C 1.52 -2.22 -5.46
C 1.81 -1.79 -4.01
C 2.40 -2.98 -3.23
C 3.85 -3.23 -3.56
C 4.69 -2.01 -3.21
C 4.18 -0.75 -3.92
N 2.73 -0.67 -3.85
O 2.24 0.53 -4.40
C 4.84 0.41 -3.19
C 4.75 -0.75 -5.36
C 0.50 -1.47 -3.29
H 0.90 -1.46 -5.94
H 1.01 -3.18 -5.54
H 2.49 -2.31 -5.96
H 2.28 -2.81 -2.16
H 1.84 -3.89 -3.48
H 4.01 -3.44 -4.62
H 4.24 -4.13 -3.08
H 5.72 -2.22 -3.51
H 4.62 -1.89 -2.12
H 4.33 0.63 -2.25
H 5.87 0.26 -2.86
H 4.84 1.37 -3.70
H 5.83 -0.65 -5.38
H 4.49 -1.70 -5.85
H 4.36 0.03 -6.01
H -0.21 -2.29 -3.45
H 0.00 -0.61 -3.75
H 0.67 -1.28 -2.24
H 2.43 0.50 -5.35
C 1.30 1.54 1.38
C 0.99 0.48 0.31
C 0.01 -0.53 0.85
C -1.40 0.00 0.94
C -1.87 0.51 -0.41
C -0.97 1.58 -1.01
N 0.42 1.07 -0.91
O 1.32 2.00 -1.50
C -1.33 1.74 -2.47
C -1.14 2.91 -0.26
C 2.27 -0.24 -0.08
H 1.69 1.06 2.28
H 0.40 2.07 1.68
H 2.00 2.25 0.94
H -0.01 -1.45 0.25
H 0.32 -0.92 1.83
H -1.45 0.73 1.76
H -2.11 -0.75 1.28
H -2.89 0.86 -0.29
H -1.90 -0.39 -1.04
H -0.54 2.25 -3.04
H -1.40 0.79 -3.02
H -2.28 2.25 -2.64
H -1.39 2.77 0.79
H -0.22 3.50 -0.28
H -1.95 3.53 -0.66
H 2.82 -0.60 0.79
H 2.91 0.40 -0.68
H 2.03 -1.11 -0.70
H 1.57 1.55 -2.32
C 5.90 1.45 0.28
C 6.19 2.65 1.18
C 5.08 3.67 1.00
C 5.05 4.77 2.05
C 5.07 4.17 3.47
C 6.16 3.12 3.72
N 6.20 2.22 2.56
O 7.07 1.11 2.77
C 7.51 3.79 3.98
C 5.74 2.27 4.91
C 7.52 3.26 0.70
H 6.69 0.71 0.21
H 5.66 1.79 -0.73
H 5.04 0.85 0.59
H 5.08 4.06 -0.02
H 4.13 3.12 1.11
H 4.12 5.32 1.94
H 5.89 5.46 1.91
H 4.10 3.71 3.62
H 5.26 5.01 4.14
H 8.28 3.07 4.26
H 7.82 4.34 3.10
H 7.44 4.47 4.84
H 5.60 2.95 5.76
H 4.83 1.69 4.71
H 6.49 1.54 5.22
H 8.36 2.69 1.13
H 7.67 4.29 0.99
H 7.70 3.15 -0.38
H 6.39 0.43 2.89
C -0.49 6.85 -3.83
C -0.47 6.88 -5.36
C 0.64 5.99 -5.92
C 0.28 4.50 -5.83
C -0.99 4.20 -6.61
C -2.17 5.07 -6.13
N -1.73 6.45 -5.99
O -2.81 7.29 -5.61
C -3.26 5.03 -7.21
C -2.73 4.52 -4.81
C -0.19 8.31 -5.81
H -1.37 7.36 -3.45
H 0.38 7.36 -3.41
H -0.48 5.83 -3.45
H 0.83 6.26 -6.96
H 1.56 6.07 -5.34
H 0.29 4.14 -4.81
H 1.13 4.01 -6.34
H -1.29 3.17 -6.39
H -0.86 4.36 -7.68
H -2.86 5.52 -8.10
H -3.61 4.02 -7.44
H -4.13 5.58 -6.85
H -1.90 4.46 -4.11
H -3.52 5.14 -4.40
H -3.14 3.51 -4.90
H -0.20 8.42 -6.89
H 0.81 8.57 -5.46
H -0.89 9.02 -5.36
H -2.89 7.90 -6.35
C -2.93 -1.56 -4.92
C -3.33 -0.48 -5.93
C -2.12 -0.02 -6.73
C -1.72 -1.02 -7.81
C -2.91 -1.35 -8.69
C -4.17 -1.85 -7.95
N -4.39 -0.91 -6.85
O -5.53 -1.30 -6.08
C -5.31 -1.78 -8.95
C -3.90 -3.27 -7.44
C -3.88 0.71 -5.20
H -2.01 -2.08 -5.22
H -3.67 -2.34 -4.73
H -2.76 -1.11 -3.94
H -2.37 0.93 -7.21
H -1.24 0.17 -6.10
H -1.33 -1.93 -7.35
H -0.97 -0.60 -8.49
H -2.64 -2.22 -9.31
H -3.13 -0.57 -9.42
H -6.29 -1.89 -8.46
H -5.34 -0.77 -9.36
H -5.18 -2.51 -9.74
H -4.00 -4.00 -8.25
H -2.90 -3.37 -7.03
H -4.62 -3.55 -6.67
H -4.60 0.46 -4.43
H -4.51 1.34 -5.85
H -3.20 1.44 -4.75
H -6.17 -0.63 -6.33
C 4.19 -3.52 1.30
C 3.94 -3.36 2.81
C 3.72 -4.79 3.31
C 3.65 -4.80 4.85
C 5.01 -4.34 5.35
C 5.40 -2.94 4.86
N 5.11 -2.80 3.44
O 5.37 -1.47 3.00
C 4.66 -1.92 5.75
C 6.91 -2.81 5.10
C 2.65 -2.57 2.98
H 5.14 -4.04 1.16
H 4.29 -2.55 0.80
H 3.42 -4.10 0.81
H 2.77 -5.15 2.91
H 4.59 -5.38 3.02
H 3.44 -5.83 5.14
H 2.82 -4.17 5.15
H 5.76 -5.08 5.07
H 4.95 -4.25 6.44
H 4.70 -0.94 5.26
H 3.65 -2.22 5.99
H 5.22 -1.70 6.66
H 7.44 -3.56 4.50
H 7.27 -1.83 4.81
H 7.11 -3.02 6.15
H 2.68 -1.52 2.64
H 2.34 -2.50 4.03
H 1.81 -2.88 2.34
H 6.11 -1.61 2.39
C -3.97 -2.21 4.79
C -3.23 -3.39 4.15
C -2.28 -2.77 3.13
C -1.29 -3.80 2.60
C -0.42 -4.34 3.72
C -1.28 -4.93 4.85
N -2.40 -4.03 5.15
O -3.17 -4.50 6.25
C -1.74 -6.35 4.47
C -0.43 -4.98 6.11
C -4.27 -4.30 3.49
H -3.28 -1.58 5.36
H -4.71 -2.59 5.50
H -4.55 -1.66 4.05
H -2.81 -2.40 2.25
H -1.73 -1.92 3.55
H -0.64 -3.32 1.85
H -1.76 -4.56 1.97
H 0.33 -3.62 4.04
H 0.12 -5.20 3.30
H -2.27 -6.39 3.52
H -0.85 -6.98 4.45
H -2.38 -6.76 5.25
H 0.44 -5.64 6.01
H -0.03 -3.98 6.29
H -0.95 -5.32 7.00
H -3.80 -5.02 2.81
H -4.97 -3.78 2.83
H -4.81 -4.85 4.26
H -3.04 -3.80 6.89
C -4.83 -1.35 0.17
C -5.85 -0.82 -0.85
C -6.34 -1.96 -1.74
C -7.30 -2.89 -1.03
C -8.48 -2.06 -0.53
C -8.07 -0.91 0.40
N -6.99 -0.16 -0.20
O -6.58 0.90 0.63
C -9.30 0.01 0.54
C -7.76 -1.48 1.80
C -5.14 0.19 -1.74
H -5.22 -2.13 0.83
H -4.55 -0.56 0.88
H -3.91 -1.69 -0.30
H -6.97 -1.46 -2.49
H -5.53 -2.47 -2.25
H -6.86 -3.48 -0.22
H -7.63 -3.65 -1.74
H -9.16 -2.70 0.03
H -9.00 -1.66 -1.40
H -9.31 0.90 -0.08
H -10.25 -0.52 0.41
H -9.37 0.38 1.57
H -7.11 -2.35 1.74
H -7.26 -0.71 2.40
H -8.70 -1.74 2.28
H -5.70 0.43 -2.64
H -4.15 -0.14 -2.08
H -4.85 1.10 -1.20
H -6.59 1.67 0.06

Consider the structures shown above. The least stable of them is model P.